Here is a structure of composition C31H43NO11PtS4SeSi from OMol25. Energies are from wB97M-V/def2-TZVPD.

Properties
M ... 1036.1 g/mol
E_tot ... -176668.3181 eV
Net charge ... 0
Multiplicity ... 5
Relative energy (zero: lowest compared OMol25 entry of this formula, charge and spin) ... 0.0 kcal per mole

XYZ file:
```
93
Properties=species:S:1:pos:R:3:forces:R:3:lowdin_charge:R:1
Pt -0.2761 1.6613 -0.2318 -0.20 0.19 -0.02 1.080
O 0.0513 -2.5046 0.6557 -0.02 -0.16 0.01 -0.462
S 0.8884 -1.5127 -0.0383 0.07 0.02 -0.07 0.491
O 2.2840 -1.8176 -0.0334 -0.10 -0.08 0.00 -0.257
O 0.5545 -0.1880 0.5798 0.23 0.37 0.10 -0.538
C 0.2214 -1.4229 -1.7072 0.03 -0.08 -0.03 -0.216
C -0.7790 -2.3509 -1.9726 0.01 -0.01 0.00 -0.059
C -1.4427 -2.3702 -3.1894 0.03 0.02 0.00 -0.058
C -1.0954 -1.4555 -4.1683 0.00 -0.01 0.01 -0.047
C -0.0891 -0.5352 -3.9211 0.00 0.01 -0.01 -0.048
C 0.5740 -0.5000 -2.7012 -0.01 0.02 0.03 -0.225
S 1.7679 0.8322 -2.5362 0.00 -0.04 -0.01 0.491
O 2.2478 1.1337 -3.8581 -0.02 -0.03 -0.01 -0.290
O 0.9097 1.9830 -2.0547 0.04 -0.04 0.00 -0.479
O 2.7221 0.4261 -1.5466 0.01 0.05 0.00 -0.271
H -1.0383 -3.0529 -1.1956 0.01 0.01 -0.01 0.082
H -2.2316 -3.0914 -3.3640 -0.01 0.00 0.00 0.103
H -1.6010 -1.4573 -5.1251 0.00 0.00 0.00 0.111
H 0.2092 0.1751 -4.6810 0.00 -0.01 0.01 0.115
C -2.2728 -4.8452 3.3018 0.01 -0.02 0.00 -0.045
C -3.1401 -4.4669 2.1337 0.01 -0.01 0.01 -0.281
C -4.4775 -4.1179 2.3230 0.00 -0.01 -0.01 -0.031
C -5.2745 -3.7431 1.2553 0.00 0.00 0.00 -0.054
C -4.7266 -3.7160 -0.0199 -0.02 -0.02 -0.01 -0.292
C -3.4071 -4.0768 -0.2328 0.00 0.00 -0.03 -0.050
C -2.6176 -4.4481 0.8436 0.01 0.01 0.06 -0.036
S -5.6951 -3.1223 -1.3730 0.04 -0.02 0.01 0.625
O -4.9545 -3.4054 -2.5670 -0.04 0.01 0.02 -0.285
O -7.0442 -3.5648 -1.1838 -0.01 0.03 -0.04 -0.285
N -5.7435 -1.4977 -1.2011 -0.02 -0.03 0.00 -0.131
C -4.5188 -0.7039 -1.2193 0.02 0.04 0.04 -0.197
C -3.9443 -0.4402 0.1715 0.05 0.00 -0.06 -0.082
C -2.6826 0.3894 0.1412 0.09 0.08 0.06 -0.685
O -2.2344 0.9053 1.2085 -0.02 -0.18 -0.04 -0.189
O -2.0746 0.5200 -0.9554 -0.07 -0.02 -0.03 -0.092
H -2.8664 -5.2337 4.1282 -0.01 -0.01 0.00 0.081
H -1.7208 -3.9762 3.6711 0.00 0.00 0.00 0.047
H -1.5368 -5.5966 3.0178 0.00 0.00 0.01 0.087
H -4.9013 -4.1512 3.3196 0.00 0.00 0.01 0.116
H -6.3162 -3.4869 1.4022 0.00 0.00 0.00 0.118
H -3.0161 -4.0687 -1.2402 0.00 -0.01 -0.01 0.099
H -1.5805 -4.7136 0.6803 0.01 0.00 0.02 0.118
H -6.4809 -1.2095 -0.5725 0.02 0.03 -0.01 0.117
H -4.7282 0.2366 -1.7314 0.00 0.00 0.02 0.126
H -3.7880 -1.2292 -1.8330 0.00 0.00 -0.02 0.107
H -3.6795 -1.3891 0.6485 -0.01 0.01 0.03 0.088
H -4.6639 0.0474 0.8325 -0.02 0.03 -0.03 0.134
C -0.2083 4.8902 -1.1570 0.01 0.00 0.00 -0.357
S -1.4565 3.6476 -0.8010 0.01 0.04 -0.01 0.798
C -1.9482 3.2600 -2.4916 0.00 0.01 0.00 -0.338
H -0.6845 5.7436 -1.6369 0.00 0.00 0.00 0.051
H 0.5511 4.4545 -1.8045 -0.01 0.01 0.01 0.030
H 0.2286 5.1930 -0.2079 0.00 -0.01 -0.01 0.041
H -1.0665 2.9657 -3.0573 0.00 0.00 0.00 0.041
H -2.4308 4.1323 -2.9289 0.00 0.00 0.00 0.049
H -2.6433 2.4261 -2.4431 -0.01 -0.01 0.00 0.031
C -0.5259 -0.3187 5.5490 -0.06 -0.03 -0.02 -0.217
Si 0.2333 -0.1039 3.8578 0.12 -0.07 -0.06 0.319
C 1.8065 -1.0703 3.6718 -0.02 0.04 0.10 -0.190
C 0.2397 1.6690 3.3265 0.03 -0.01 0.04 -0.188
Se -1.2859 -1.2494 2.4535 -0.27 -0.08 0.09 1.049
H 0.1311 0.1535 6.2846 0.01 0.00 0.00 0.041
H -0.6342 -1.3687 5.8238 0.00 0.00 0.00 0.031
H -1.5028 0.1624 5.6178 0.01 0.00 0.00 0.036
H 2.6010 -0.6131 4.2677 -0.01 0.01 0.01 0.046
H 2.1290 -1.0940 2.6339 0.06 -0.02 -0.09 0.008
H 1.6731 -2.0980 4.0146 0.00 0.01 0.01 0.044
H 0.3885 2.3087 4.2000 0.04 0.00 0.01 0.048
H -0.7146 1.9337 2.8716 -0.06 0.03 0.00 0.020
H 1.0275 1.8701 2.6031 0.00 0.00 -0.04 -0.004
C 7.5547 0.9985 -1.4616 0.00 0.00 0.00 -0.041
C 6.2877 1.6777 -1.0284 0.02 0.02 -0.03 -0.239
C 5.6136 1.2536 0.1082 -0.01 0.01 0.01 0.004
C 4.4036 1.8081 0.4855 -0.06 0.06 -0.04 -0.185
C 3.6826 1.2319 1.6641 -0.01 -0.01 -0.02 -0.031
C 3.8738 2.8635 -0.2846 0.00 -0.07 0.09 -0.122
C 2.5896 3.4797 0.0061 -0.10 0.00 0.01 -0.191
O 1.6804 3.0389 0.7039 0.13 -0.02 -0.01 -0.071
C 4.5514 3.3158 -1.4327 0.03 -0.02 -0.01 -0.196
C 3.9811 4.3694 -2.3482 0.00 0.02 -0.03 -0.035
C 5.7429 2.7078 -1.7860 0.03 0.00 -0.02 0.002
H 8.1167 0.6249 -0.6061 0.00 0.00 0.00 0.078
H 8.1928 1.6723 -2.0325 0.00 0.00 0.00 0.077
H 7.3172 0.1445 -2.0998 0.00 0.00 0.00 0.091
H 6.0237 0.4406 0.6968 0.00 0.00 0.00 0.122
H 4.3398 0.5566 2.2129 -0.02 0.00 -0.02 0.086
H 2.8198 0.6687 1.3051 -0.03 -0.01 0.02 0.059
H 3.3204 2.0049 2.3407 -0.02 0.03 0.03 0.084
H 2.4402 4.4620 -0.4735 -0.02 -0.09 0.02 0.106
H 3.0370 4.0333 -2.7833 0.01 0.01 0.00 0.081
H 4.6718 4.5556 -3.1683 0.00 0.01 -0.01 0.080
H 3.8080 5.3195 -1.8386 0.01 0.00 -0.02 0.083
H 6.2525 3.0300 -2.6869 0.00 0.00 0.00 0.119
```
Forces are in eV/Å.